Record 1
{
  "formula": "C10H16O",
  "method": "ωB97M-V with the def2-TZVPD basis set",
  "species": ["C", "C", "C", "C", "C", "O", "C", "C", "H", "H", "H", "H", "H", "H", "H", "H", "C", "C", "C", "H", "H", "H", "H", "H", "H", "H", "H"],
  "coordinates": [[-2.50721, -2.38160, 0.33974], [-1.77290, -1.15372, -0.19167], [-0.78589, -1.28886, -1.09799], [-0.05535, -0.20265, -1.47264], [-0.44716, 1.05962, -1.00982], [0.06790, 2.36485, -1.23594], [-1.56763, 1.18524, -0.15044], [-2.27226, 0.12561, 0.28119], [-2.31368, -3.41705, -0.08930], [-3.48707, -2.30886, 0.56950], [-1.91861, -2.56837, 1.35971], [-0.39460, -2.22836, -1.40457], [0.91729, -0.44560, -1.96436], [0.75643, 2.38434, -2.12620], [-1.83381, 2.24807, 0.11173], [-3.06323, 0.18526, 1.03052], [1.33843, -0.18210, 1.81152], [2.44524, 0.44926, 0.96003], [3.97828, 0.06638, 0.96343], [1.26427, 0.37567, 2.77399], [0.46857, 0.08366, 1.21685], [1.49234, -1.18888, 1.92684], [2.31292, 1.53655, 1.24116], [2.13694, 0.36216, -0.08413], [4.16390, -0.71429, 0.34610], [4.30258, -0.13910, 1.90597], [4.53129, 0.85293, 0.47360]],
  "forces_ev_per_angstrom": [[5.653, -2.090, 1.871], [-3.949, -0.547, 1.101], [0.424, -0.015, 0.545], [2.053, 2.284, -0.554], [-0.462, 1.064, 0.014], [3.185, -1.495, -4.078], [0.421, 2.532, -0.547], [1.200, -2.610, -0.362], [-0.192, 1.604, -0.395], [-3.192, 0.636, 0.568], [-1.518, 0.362, -1.479], [-0.210, -0.872, -0.135], [-0.965, 0.886, -0.024], [-2.975, -0.377, 3.923], [0.278, -1.293, -0.150], [0.138, -0.041, -0.426], [0.620, 2.951, -0.117], [0.732, 1.681, -0.261], [-3.040, 2.654, -0.564], [0.050, -0.817, -0.447], [-0.496, -0.556, 0.422], [-0.128, -2.591, 0.489], [0.625, -0.830, -0.736], [-0.005, 0.167, 0.022], [0.271, -2.945, -1.678], [1.254, -0.390, 2.653], [0.228, 0.652, 0.346]],
  "smiles": "Cc1ccc(O)cc1.CCC",
  "de_lowest_kj_mol": 299.4,
  "charge": 0,
  "gap_ev": 8.97,
  "fmax_ev_per_a": 6.3
}


Record 2
{
  "formula": "C10H16O",
  "method": "ωB97M-V with the def2-TZVPD basis set",
  "species": ["C", "C", "C", "C", "C", "O", "C", "C", "H", "H", "H", "H", "H", "H", "H", "H", "C", "C", "C", "H", "H", "H", "H", "H", "H", "H", "H"],
  "coordinates": [[-0.34111, -0.73367, -2.43760], [-0.08064, 0.44123, -1.50731], [-0.87920, 1.19412, -0.71847], [-0.48665, 2.22564, 0.16736], [0.87315, 2.33583, 0.35468], [1.36220, 2.96848, 1.48785], [1.80710, 1.69264, -0.53138], [1.38785, 0.83595, -1.48034], [0.37734, -1.44554, -2.16546], [-0.18340, -0.55628, -3.52731], [-1.28776, -1.17235, -2.06071], [-1.90590, 1.08826, -1.00496], [-1.23728, 2.94552, 0.60525], [2.32209, 2.48660, 1.69899], [2.88861, 1.98796, -0.60479], [2.12937, 0.42000, -2.28727], [-0.49078, -0.64249, 2.22215], [-1.20405, -1.47084, 1.21239], [-0.36963, -2.49615, 0.35545], [-0.25887, -1.10023, 3.15454], [-1.04334, 0.28682, 2.64816], [0.38522, -0.07097, 1.70701], [-2.02897, -2.21294, 1.66034], [-1.48537, -0.64393, 0.40115], [-0.64663, -2.61667, -0.68903], [0.71661, -2.20204, 0.46170], [-0.31996, -3.54494, 0.87760]],
  "forces_ev_per_angstrom": [[-1.516, 1.087, 0.776], [5.520, 0.640, -1.191], [-1.178, 0.847, -1.058], [-0.105, 0.254, -0.360], [0.937, -0.463, 0.712], [3.592, -1.687, 0.202], [0.798, 1.201, 0.186], [-2.065, -1.965, -1.610], [1.159, -1.149, 0.243], [-0.802, 0.133, 0.826], [0.068, 0.159, -1.281], [-0.871, -0.031, 0.590], [1.057, -1.257, -0.125], [-3.792, 2.128, -0.882], [-1.135, -0.107, 0.768], [-1.572, 0.681, 1.765], [0.810, 3.379, 0.212], [-1.934, -0.963, -2.389], [2.126, -1.078, 2.755], [0.954, -0.901, 0.460], [0.043, -1.502, -1.178], [-0.982, -1.447, 1.059], [1.035, 2.528, -0.923], [-0.607, -2.210, 1.873], [-0.152, 0.051, 0.332], [-0.901, -0.058, -0.724], [-0.486, 1.731, -1.040]],
  "smiles": "Cc1ccc(O)cc1.CCC",
  "de_lowest_kj_mol": 351.6,
  "charge": 0,
  "gap_ev": 9.03,
  "fmax_ev_per_a": 5.7
}


Record 3
{
  "formula": "C10H16O",
  "method": "ωB97M-V with the def2-TZVPD basis set",
  "species": ["C", "C", "C", "C", "C", "C", "O", "C", "C", "H", "H", "H", "H", "H", "H", "H", "H", "H", "H", "C", "C", "H", "H", "H", "H", "H", "H"],
  "coordinates": [[1.65919, 0.34358, -3.19809], [0.80665, 1.21642, -2.27331], [0.90173, 0.73517, -0.82484], [2.14961, 0.86711, -0.18287], [2.16695, 0.95296, 1.18046], [0.98626, 0.91621, 1.91189], [1.09501, 0.82237, 3.30523], [-0.25285, 0.84446, 1.32727], [-0.25113, 0.63204, -0.07425], [1.53118, -0.69557, -2.90026], [2.72700, 0.58540, -3.10381], [1.49375, 0.47915, -4.25600], [0.95761, 2.30150, -2.27595], [-0.21565, 1.19168, -2.67473], [3.04233, 1.07015, -0.75904], [3.08160, 0.99818, 1.76130], [1.03251, 1.69669, 3.71774], [-1.18896, 0.76258, 1.85623], [-1.22300, 0.54766, -0.54904], [-1.89426, -2.35244, 0.70463], [-3.17657, -1.73342, 1.28944], [-1.01361, -2.16164, 1.30372], [-2.23996, -3.34855, 0.41324], [-1.67012, -1.92915, -0.27915], [-4.09256, -2.03868, 0.80902], [-3.09208, -0.65074, 1.43816], [-3.32063, -2.05311, 2.33298]],
  "forces_ev_per_angstrom": [[1.107, 0.722, 0.299], [-0.750, -0.956, -0.390], [0.180, 1.477, -0.632], [-0.905, 0.405, -0.416], [0.293, -0.453, 0.768], [-0.021, -0.050, 1.273], [-0.032, 0.507, -0.019], [0.381, -1.342, -1.763], [-0.577, 0.870, 1.089], [-0.057, -0.055, -0.262], [-0.107, -0.181, 0.280], [-0.548, -0.025, -0.304], [0.805, -0.193, -0.141], [-0.121, -0.462, 0.519], [0.056, -0.253, -0.048], [0.045, 0.105, -0.160], [0.002, -0.254, -0.221], [0.123, 0.141, 0.369], [0.132, 0.040, -0.232], [-1.738, 0.461, -1.301], [0.822, 0.472, 1.596], [0.039, -0.753, 0.307], [1.135, -0.501, 0.701], [-0.043, 0.344, 0.080], [-0.129, 0.241, -0.601], [-0.285, 0.006, -0.610], [0.193, -0.312, -0.182]],
  "smiles": "CCc1ccc(O)cc1.CC",
  "de_lowest_kj_mol": 163.3,
  "charge": 0,
  "gap_ev": 9.65,
  "fmax_ev_per_a": 2.2
}


Record 4
{
  "formula": "C10H16O",
  "method": "ωB97M-V with the def2-TZVPD basis set",
  "species": ["C", "C", "C", "C", "C", "C", "O", "C", "C", "H", "H", "H", "H", "H", "H", "H", "H", "H", "H", "C", "C", "H", "H", "H", "H", "H", "H"],
  "coordinates": [[-2.41956, -1.09693, -2.38043], [-0.98415, -0.51708, -2.35578], [-0.79069, 0.32397, -1.14069], [-1.16494, 1.67362, -1.13463], [-1.31432, 2.41952, 0.02093], [-1.14265, 1.75900, 1.23658], [-1.42133, 2.36570, 2.43208], [-0.63268, 0.48002, 1.25902], [-0.31145, -0.16351, 0.06351], [-3.26108, -0.50463, -2.01500], [-2.41677, -1.91667, -1.66641], [-2.66900, -1.46898, -3.37578], [-0.35803, -1.40949, -2.35635], [-0.77097, -0.00719, -3.30062], [-1.28759, 2.13584, -2.10894], [-1.59912, 3.45979, -0.09393], [-1.42949, 3.32380, 2.32691], [-0.58420, -0.04063, 2.20159], [0.25619, -1.09312, 0.07952], [3.09627, -0.49374, 1.30194], [2.96395, -1.92216, 1.78537], [4.10574, -0.08538, 1.40023], [2.75584, -0.36472, 0.27617], [2.52762, 0.19715, 1.92786], [2.99951, -2.06301, 2.86236], [2.09449, -2.47528, 1.41600], [3.75841, -2.51589, 1.33848]],
  "forces_ev_per_angstrom": [[-0.020, -0.414, 0.273], [-0.427, -0.315, -0.513], [0.674, 0.927, 0.241], [-0.045, -0.193, -0.533], [0.097, -0.441, -0.509], [-0.044, 0.780, -0.019], [0.031, 0.003, 0.254], [0.121, -0.179, -0.214], [-0.646, -0.686, 0.212], [0.407, 0.704, -0.277], [-0.074, -0.435, -0.129], [-0.001, -0.115, 0.110], [0.371, 0.152, 0.143], [-0.035, 0.287, 0.243], [-0.347, 0.134, 0.097], [-0.001, -0.019, 0.411], [-0.109, -0.145, -0.104], [0.537, 0.070, 0.197], [-0.485, -0.130, 0.125], [-0.273, 0.762, 0.591], [0.303, -0.899, -0.618], [0.139, -0.431, -0.224], [0.093, -0.015, -0.038], [-0.391, -0.091, -0.138], [0.086, 0.213, 0.076], [-0.374, 0.560, 0.132], [0.414, -0.085, 0.212]],
  "smiles": "CCc1ccc(O)cc1.CC",
  "de_lowest_kj_mol": 125.8,
  "charge": 0,
  "gap_ev": 9.19,
  "fmax_ev_per_a": 1.2
}


Record 5
{
  "formula": "C10H16O",
  "method": "ωB97M-V with the def2-TZVPD basis set",
  "species": ["C", "C", "C", "C", "C", "O", "C", "C", "H", "H", "H", "H", "H", "H", "H", "H", "C", "C", "C", "H", "H", "H", "H", "H", "H", "H", "H"],
  "coordinates": [[2.17889, -1.86904, 0.19357], [0.95907, -1.19617, 0.73983], [1.02064, 0.03236, 1.36266], [0.04203, 0.73392, 2.04281], [-1.25772, 0.12722, 1.96036], [-2.33136, 0.69065, 2.62376], [-1.40070, -1.03829, 1.19140], [-0.31252, -1.72489, 0.65746], [3.00757, -1.85597, 0.92244], [2.63737, -1.36264, -0.66572], [1.95696, -2.88529, -0.18221], [1.99302, 0.51962, 1.32839], [0.26328, 1.71510, 2.45638], [-2.22587, 1.63211, 2.42780], [-2.39114, -1.44164, 1.03326], [-0.31690, -2.71929, 0.25779], [-0.86889, 0.51315, -2.95321], [0.33663, 1.28420, -3.52854], [1.32840, 1.78305, -2.51306], [-1.79209, 1.06946, -3.04726], [-0.94449, -0.43395, -3.49390], [-0.63050, 0.35101, -1.88450], [0.70573, 0.55992, -4.26461], [-0.04015, 2.06161, -4.24371], [1.86341, 0.91333, -2.09614], [2.23475, 2.21995, -2.99224], [0.78289, 2.43730, -1.84304]],
  "forces_ev_per_angstrom": [[0.675, -0.200, -0.382], [-0.741, 0.331, 0.097], [2.040, 1.591, 0.432], [-1.608, -1.658, -1.235], [1.438, 0.214, -0.188], [0.316, 0.120, -0.879], [-0.484, 0.066, 0.619], [0.726, 0.100, 0.376], [-0.476, -0.447, -0.055], [-0.441, 0.249, -0.017], [0.174, 0.350, 0.536], [0.113, 0.001, 0.152], [-0.255, -0.305, 0.185], [-0.406, -0.031, 0.461], [-0.121, -0.012, 0.275], [-0.955, -0.342, -0.438], [0.840, 0.272, 0.687], [-1.173, -0.317, -2.327], [1.414, -0.768, -1.271], [-0.265, 0.014, 0.129], [-0.315, 0.033, 0.413], [-0.561, -0.323, -0.394], [0.998, 0.240, 0.321], [0.334, -0.069, 0.943], [-0.891, 0.171, 0.859], [-0.984, 0.674, 0.146], [0.608, 0.047, 0.554]],
  "smiles": "Cc1ccc(O)cc1.CCC",
  "de_lowest_kj_mol": 163.7,
  "charge": 0,
  "gap_ev": 9.40,
  "fmax_ev_per_a": 2.6
}


Record 6
{
  "formula": "C10H16O",
  "method": "ωB97M-V with the def2-TZVPD basis set",
  "species": ["C", "C", "C", "C", "C", "C", "O", "C", "C", "H", "H", "H", "H", "H", "H", "H", "H", "H", "H", "C", "C", "H", "H", "H", "H", "H", "H"],
  "coordinates": [[1.36837, -0.04693, -2.08938], [0.29050, -0.17125, -1.00683], [0.76321, -0.93157, 0.22849], [1.02048, -0.34695, 1.46474], [1.39228, -1.12437, 2.53190], [1.43029, -2.52287, 2.41886], [1.63941, -3.41120, 3.43005], [1.19828, -3.18128, 1.20983], [0.92310, -2.30695, 0.14474], [1.99946, -0.92165, -2.18489], [2.03497, 0.81248, -1.75882], [0.85419, 0.16068, -2.97745], [-0.08855, 0.82259, -0.78967], [-0.60878, -0.68942, -1.49624], [0.92612, 0.75022, 1.54191], [1.66772, -0.60650, 3.48617], [1.09620, -2.98686, 4.23089], [1.27260, -4.23145, 1.18311], [0.88061, -2.87187, -0.84218], [-2.89032, 2.46283, -1.53288], [-2.13450, 3.52397, -0.65145], [-2.16976, 1.58049, -1.73173], [-3.79745, 2.26931, -0.98974], [-2.97482, 2.77872, -2.50643], [-2.07031, 3.12734, 0.37735], [-2.81255, 4.34550, -0.57907], [-1.21078, 3.71697, -1.11130]],
  "forces_ev_per_angstrom": [[1.041, 1.199, 2.243], [-0.797, -1.268, -0.607], [-0.478, -0.052, -0.337], [-0.312, 0.859, -0.993], [0.515, -0.194, 1.718], [-0.373, -0.604, -1.004], [-1.772, 1.998, 3.964], [0.135, 3.880, 0.010], [0.254, -2.758, -1.664], [-0.079, -0.269, -0.061], [-0.579, -0.946, -0.822], [-0.213, 0.501, -1.610], [0.089, 0.154, 0.413], [1.149, 0.357, 0.946], [0.121, -0.666, 0.191], [-0.366, -0.784, -0.784], [2.076, -1.676, -2.204], [-0.017, -0.959, -0.357], [-0.394, 1.241, 0.965], [3.175, -1.101, 2.176], [-2.009, -2.122, 0.108], [-1.494, 0.733, 1.036], [-0.489, -0.785, -0.464], [-1.041, 1.284, -2.164], [0.500, 0.137, -0.481], [0.051, 1.095, -0.087], [1.306, 0.746, -0.134]],
  "smiles": "CCc1ccc(O)cc1.CC",
  "de_lowest_kj_mol": 196.9,
  "charge": 0,
  "gap_ev": 9.26,
  "fmax_ev_per_a": 4.8
}